Entry 1:
ORCA calculation (the ωB97M-V functional and the def2-TZVPD basis) on 2 unconnected molecules or ions with the total composition C5H7NOS2 in a non-equilibrium geometry.

The geometry in ORCA input format:
```
! wB97M-V def2-TZVPD RIJCOSX def2/J DEFGRID3
* xyz 0 1
S -3.092 1.085 -0.100
S 2.111 0.838 -1.280
O -3.519 1.135 -1.493
N -0.256 1.484 -0.007
C 2.343 -0.791 0.677
C 0.802 0.744 -0.033
C 1.040 -0.308 0.838
C -2.366 -0.598 0.047
C 3.010 -0.325 -0.444
H -2.038 -0.914 -0.940
H 2.666 -1.567 1.300
H -0.321 2.271 -0.633
H 4.027 -0.549 -0.765
H -3.190 -1.314 0.552
H -1.536 -0.554 0.764
H 0.318 -0.639 1.516
*
```

The calculation puts the strongest force on any atom at 3.00 eV/A. The energy relative to the best compared isomer or geometry (same formula, charge and spin) is 58.79 kcal per mole. The calculation puts the energy at -30503.38213 eV. The value obtained for the orbital gap (spin up / spin down) is 6.6 / 8.0 eV. The LUMO energy (spin up / spin down) is -1.3617 / -0.1100 eV.

Entry 2:
ORCA calculation (the ωB97M-V functional and the def2-TZVPD basis) on C5H7NOS2 in the gas phase in a non-equilibrium geometry.

The geometry in ORCA input format:
```
! wB97M-V def2-TZVPD RIJCOSX def2/J DEFGRID3
* xyz 0 1
S -2.308 0.477 0.240
S -0.004 -0.215 2.171
O -1.185 -0.520 2.968
N 0.646 -1.700 1.554
C 1.657 0.437 -0.655
C 0.176 0.549 -0.630
C -1.993 0.880 -1.393
C -0.645 0.259 0.568
C -0.662 0.879 -1.699
H 2.101 0.931 0.207
H -0.290 1.114 -2.682
H 1.959 -0.608 -0.628
H 1.393 -2.046 2.139
H 2.042 0.886 -1.567
H -2.815 1.080 -2.048
H -0.074 -2.404 1.457
*
```

The calculation puts the strongest force on any atom at 4.09 eV/A. The energy relative to the best compared isomer or geometry (same formula, charge and spin) is 11.63 kcal per mole. The calculation puts the energy at -30505.42733 eV. The value obtained for the orbital gap is 9.1 eV. The LUMO energy is 0.5021 eV.

Entry 3:
ORCA calculation (the ωB97M-V functional and the def2-TZVPD basis) on 2 unconnected molecules or ions with the total composition C5H7NOS2 in a non-equilibrium geometry.

The geometry in ORCA input format:
```
! wB97M-V def2-TZVPD RIJCOSX def2/J DEFGRID3
* xyz 0 3
S 2.612 -0.121 0.789
S -1.553 -0.261 1.736
O 2.878 0.352 2.124
N 1.396 1.605 -0.668
C 2.707 1.766 -1.119
C -3.243 -1.685 0.039
C 3.511 0.898 -0.463
C 1.071 0.820 0.238
C -2.382 -0.452 0.162
H 3.031 2.546 -1.793
H -2.865 0.484 -0.007
H -1.617 -0.477 -0.626
H -3.810 -1.841 -0.913
H -3.885 -1.851 0.934
H 4.641 0.710 -0.588
H -2.491 -2.491 0.155
*
```

The calculation puts the strongest force on any atom at 2.99 eV/A. As for the expectation value of S²: 2.0121. The energy relative to the best compared isomer or geometry (same formula, charge and spin) is 39.04 kcal per mole. The calculation puts the energy at -30500.14102 eV. The value obtained for the orbital gap (spin up / spin down) is 7.9 / 6.5 eV. The LUMO energy (spin up / spin down) is -0.6717 / -2.0949 eV.

Entry 4:
ORCA calculation (the ωB97M-V functional and the def2-TZVPD basis) on a molecular structure, C5H7NS.

The geometry in ORCA input format:
```
! wB97M-V def2-TZVPD RIJCOSX def2/J DEFGRID3
* xyz 0 1
S 1.419 -1.422 0.008
N -1.332 -1.342 -0.011
C 0.646 -0.122 1.057
C 0.664 -0.115 -1.056
C -0.854 -0.168 -0.743
C -0.858 -0.163 0.731
C 1.107 0.932 0.001
H -2.358 -1.329 0.018
H 2.182 1.109 -0.028
H 0.991 -0.064 -2.085
H 0.526 1.837 0.004
H -1.543 0.460 1.336
H -1.531 0.417 -1.329
H 0.942 -0.030 2.097
*
```

The calculation puts the strongest force on any atom at 0.80 eV/A. The energy relative to the best compared isomer or geometry (same formula, charge and spin) is 52.85 kcal per mole. The calculation puts the energy at -17621.35376 eV. The value obtained for the orbital gap is 9.3 eV. The LUMO energy is 0.9541 eV.

Entry 5:
ORCA calculation (the ωB97M-V functional and the def2-TZVPD basis) on C5H7NS in the gas phase in a non-equilibrium geometry.

The geometry in ORCA input format:
```
! wB97M-V def2-TZVPD RIJCOSX def2/J DEFGRID3
* xyz 0 1
S -2.986 0.717 -0.257
N -0.937 -0.988 0.085
C 0.395 -0.308 -0.157
C 1.488 -1.183 -0.255
C -2.253 -0.713 0.121
C 1.133 1.975 -0.176
C 0.353 1.057 0.437
H 1.305 3.024 0.246
H -0.773 -1.962 0.026
H -0.360 1.343 1.199
H -2.642 -1.652 0.600
H 1.220 -2.181 -0.602
H 1.519 1.826 -1.111
H 2.539 -0.955 -0.157
*
```

The calculation puts the strongest force on any atom at 4.22 eV/A. The energy relative to the best compared isomer or geometry (same formula, charge and spin) is 60.96 kcal per mole. The calculation puts the energy at -17621.00235 eV. The value obtained for the orbital gap is 8.5 eV. The LUMO energy is 0.0693 eV. As for the SMILES: C=CC(=C)NC=S.

Entry 6:
ORCA calculation (the ωB97M-V functional and the def2-TZVPD basis) on C5H7NS in the gas phase in a non-equilibrium geometry.

The geometry in ORCA input format:
```
! wB97M-V def2-TZVPD RIJCOSX def2/J DEFGRID3
* xyz 0 1
S -0.285 1.754 -0.070
N -0.159 -0.834 -0.504
C 1.196 -0.485 -0.627
C -0.946 0.105 -0.209
C -2.396 -0.089 0.020
C 1.471 0.982 -0.436
C 1.918 0.023 0.604
H -2.655 -1.126 -0.176
H -2.977 0.558 -0.635
H 1.376 -0.007 1.538
H 1.738 -1.083 -1.348
H -2.640 0.165 1.052
H 2.098 1.618 -1.029
H 2.976 -0.166 0.692
*
```

The calculation puts the strongest force on any atom at 2.76 eV/A. The energy relative to the best compared isomer or geometry (same formula, charge and spin) is 21.36 kcal per mole. The calculation puts the energy at -17622.71929 eV. The value obtained for the orbital gap is 9.6 eV. The LUMO energy is 0.8990 eV. As for the SMILES: CC1=N[C@@H]2C[C@@H]2S1.

Entry 7:
ORCA calculation (the ωB97M-V functional and the def2-TZVPD basis) on C5H7NS in the gas phase in a non-equilibrium geometry.

The geometry in ORCA input format:
```
! wB97M-V def2-TZVPD RIJCOSX def2/J DEFGRID3
* xyz 0 1
S -1.222 1.315 1.079
N 0.412 -1.538 -0.595
C 1.181 2.182 -1.477
C -1.630 -0.483 0.578
C -0.087 -0.858 0.482
C 1.123 1.262 -0.542
C 0.508 0.483 0.728
H 1.234 2.692 -2.522
H 1.010 0.784 1.550
H 0.548 -0.804 -1.327
H 1.259 -2.080 -0.595
H -2.146 -1.094 1.536
H 0.158 -1.408 1.343
H -2.347 -0.454 -0.239
*
```

The calculation puts the strongest force on any atom at 6.59 eV/A. The energy relative to the best compared isomer or geometry (same formula, charge and spin) is 110.42 kcal per mole. The calculation puts the energy at -17618.85729 eV. The value obtained for the orbital gap is 9.2 eV. The LUMO energy is 0.6113 eV. As for the SMILES: C#C[C@H]1SC[C@H]1N.

Entry 8:
ORCA calculation (the ωB97M-V functional and the def2-TZVPD basis) on C5H7NS2 in the gas phase in a non-equilibrium geometry.

The geometry in ORCA input format:
```
! wB97M-V def2-TZVPD RIJCOSX def2/J DEFGRID3
* xyz 0 1
S -1.483 -0.069 -1.706
S 0.752 -3.238 -0.389
N -0.623 -1.502 -1.693
C 0.802 1.813 1.109
C 0.458 0.745 0.159
C -0.102 -0.694 0.395
C -0.981 0.264 -0.083
C 0.048 -1.739 -0.577
H -1.606 0.611 0.628
H -0.162 1.970 1.765
H -0.067 -1.027 1.357
H -0.729 -2.110 -2.420
H 1.195 0.810 -0.651
H 1.615 1.408 1.618
H 0.881 2.758 0.487
*
```

The calculation puts the strongest force on any atom at 4.40 eV/A. The energy relative to the best compared isomer or geometry (same formula, charge and spin) is 57.25 kcal per mole. The calculation puts the energy at -28456.38440 eV. The value obtained for the orbital gap is 8.5 eV. The LUMO energy is 0.5006 eV. As for the SMILES: C[C@@H]1[C@H]2SNC(=S)[C@@H]12.

Entry 9:
ORCA calculation (the ωB97M-V functional and the def2-TZVPD basis) on a molecular structure, C5H7NaO3 in a non-equilibrium geometry.

The geometry in ORCA input format:
```
! wB97M-V def2-TZVPD RIJCOSX def2/J DEFGRID3
* xyz 0 1
Na 2.481 0.696 -1.418
O -0.626 0.065 -0.415
O -1.566 1.901 0.260
O 0.685 1.677 -0.065
C -0.542 1.435 -0.488
C 0.776 -1.133 -1.792
C 1.131 -2.399 -1.486
C -0.397 0.324 1.419
C -1.534 1.347 1.572
H 0.811 -0.887 -2.867
H -0.637 -0.724 1.636
H -2.506 0.900 1.803
H 1.512 -3.115 -2.227
H 1.378 -2.684 -0.456
H -1.291 2.141 2.291
H 0.327 0.456 2.232
*
```

The calculation puts the strongest force on any atom at 4.95 eV/A. The energy relative to the best compared isomer or geometry (same formula, charge and spin) is 118.94 kcal per mole. The calculation puts the energy at -15848.51591 eV. The value obtained for the orbital gap (spin up / spin down) is 6.0 / 7.0 eV. The LUMO energy (spin up / spin down) is -0.9691 / -0.9505 eV.

Entry 10:
ORCA calculation (the ωB97M-V functional and the def2-TZVPD basis) on a molecular structure, C5H7NdO4 in a non-equilibrium geometry.

The geometry in ORCA input format:
```
! wB97M-V def2-TZVPD RIJCOSX def2/J DEFGRID3
* xyz 2 4
Nd 1.940 -1.941 3.035
O -0.287 -1.605 2.950
O 0.692 -1.611 0.920
O 0.830 3.467 -1.940
O -1.357 -0.606 1.172
C 0.470 2.395 -2.067
C -0.554 -1.694 1.625
C -0.588 0.448 0.638
C 0.097 1.075 -2.158
C 0.300 -0.170 -0.441
H -0.970 0.989 -2.403
H 0.684 0.564 -2.932
H 1.353 0.119 -0.355
H 0.031 0.890 1.437
H -1.284 1.195 0.235
H -1.123 -2.597 1.330
H -0.233 -0.919 -1.043
*
```

The calculation puts the strongest force on any atom at 5.91 eV/A. As for the expectation value of S²: 3.7640. The energy relative to the best compared isomer or geometry (same formula, charge and spin) is 48.72 kcal per mole. The calculation puts the energy at -28743.87733 eV. The value obtained for the orbital gap (spin up / spin down) is 5.9 / 7.0 eV. The LUMO energy (spin up / spin down) is -10.6163 / -9.5246 eV.